42
Properties=species:S:1:pos:R:3 method="wB97M-V/def2-TZVPD" total_charge=0 homo_lumo_gap_ha="0.2014 / 0.2015" e_lumo_ev="-1.317 / -1.315" relative_energy_kcal_mol=40.14 e_homo_ha="-0.250 / -0.250"
Ti 1.39388 -0.36696 0.79775
O -3.32623 0.22937 -1.41348
C -3.04169 -1.06574 -1.62400
C -3.88318 -1.79841 -2.45585
C -3.63321 -3.13391 -2.70605
C -2.53895 -3.77366 -2.12717
C -1.69318 -3.05856 -1.30858
C -1.92142 -1.70115 -1.04998
C -0.98300 -0.98752 -0.19700
O 0.15202 -1.55908 0.13192
N -1.26582 0.21245 0.26161
N -0.27048 0.63159 1.10473
C -0.43640 1.69556 1.83207
C 0.48420 2.04817 2.86399
C 0.23294 3.15829 3.68739
C 1.07517 3.47354 4.72597
C 2.20915 2.69275 4.96304
C 2.48860 1.59769 4.17097
C 1.63209 1.25511 3.12889
O 1.88915 0.19807 2.37758
H -2.72677 0.56943 -0.71415
H -4.74276 -1.30064 -2.88501
H -4.29800 -3.68728 -3.35638
H -2.35812 -4.82448 -2.30683
H -0.83967 -3.53311 -0.84009
H -1.33811 2.28531 1.69144
H -0.64031 3.76880 3.48916
H 0.86207 4.32455 5.35817
H 2.88088 2.94586 5.77222
H 3.37586 0.99853 4.32305
C 1.14678 -1.26798 -2.87445
S 0.60880 0.33269 -2.24239
C 1.64075 1.36080 -3.30762
O 1.41253 0.47511 -0.94158
H 2.22823 -1.25809 -2.99582
H 0.63888 -1.45641 -3.82063
H 0.85926 -2.01186 -2.13691
H 1.37216 1.22063 -4.35336
H 2.67378 1.07550 -3.11324
H 1.48718 2.39515 -3.00783
I 2.98369 -2.67914 0.86913
I 4.20922 0.51904 0.22930

17
Properties=species:S:1:pos:R:3 method="wB97M-V/def2-TZVPD" total_charge=0 homo_lumo_gap_ha=0.2837 e_lumo_ev=-0.438 relative_energy_kcal_mol=93.72 e_homo_ha=-0.300
C -2.43384 -0.15118 0.22252
C -0.94540 -0.13488 0.25898
C -0.11893 -0.64015 1.21349
C 1.24531 -0.21252 1.04594
C 1.30170 0.29469 -0.36849
C -0.14906 0.53616 -0.83622
O -0.51553 0.08790 -2.12637
H -2.77777 -0.32979 -0.80124
H -2.82086 0.83064 0.52479
H -2.85146 -0.90416 0.89611
H -0.47179 -1.18498 2.08757
H 4.35060 -0.00688 1.18614
H 3.62356 -0.03516 1.36970
H 1.95464 1.16919 -0.46906
H 1.77975 -0.49617 -0.96791
H -0.35428 1.61341 -0.84186
H -0.28212 -0.84862 -2.18456

276
Properties=species:S:1:pos:R:3 method="wB97M-V/def2-TZVPD" total_charge=0 homo_lumo_gap_ha=0.3513 e_lumo_ev=0.294 relative_energy_kcal_mol=214.16 e_homo_ha=-0.341
C 4.76895 5.34757 11.80148
C 3.34417 4.80907 11.68095
C 2.35074 5.63986 12.57659
O 2.80574 4.72145 10.35827
H 4.65663 5.81675 12.77890
H 5.03835 6.11130 11.07193
H 5.40612 4.47288 11.93197
H 3.33956 3.74932 11.93596
H 1.44476 5.07539 12.79723
H 2.23340 6.68140 12.27734
H 2.77642 5.62274 13.57988
H 1.86037 4.55711 10.38776
C 4.69232 4.18117 3.51468
C 3.78923 4.78444 4.51488
C 4.41022 4.86756 5.90616
O 3.46850 6.11636 4.03625
H 5.67336 4.65269 3.45701
H 4.29196 4.24174 2.50268
H 5.03232 3.17037 3.74002
H 2.87539 4.21537 4.34415
H 4.99219 3.95631 6.04410
H 3.57503 5.01261 6.59139
H 5.07567 5.72999 5.94494
H 3.65643 6.77500 4.70891
C 4.77025 10.96755 4.74127
C 4.44450 9.58478 4.25489
C 5.68526 8.84347 3.84705
O 3.92924 8.90439 5.31171
H 3.87738 11.58474 4.84102
H 5.24324 11.53866 3.94239
H 5.45061 10.98383 5.59271
H 3.81791 9.62217 3.36378
H 6.02493 9.22367 2.88363
H 5.49637 7.77550 3.73817
H 6.51401 8.93132 4.54959
H 3.46262 9.48002 5.92205
C 5.45120 2.39259 8.95573
C 4.40027 1.48954 8.32333
C 4.90636 0.17114 7.75966
O 3.60059 1.08297 9.42941
H 5.78181 1.85512 9.84450
H 5.08759 3.36120 9.29878
H 6.28859 2.61179 8.29328
H 3.92041 2.10290 7.56069
H 5.44903 0.29531 6.82254
H 4.05531 -0.43462 7.44843
H 5.51980 -0.28062 8.53922
H 2.79288 0.72025 9.05843
C 2.58219 3.73421 -3.07145
C 3.27106 3.26879 -4.35948
C 2.27593 3.32305 -5.54761
O 4.26282 4.17706 -4.54598
H 3.14102 3.53156 -2.15780
H 1.58593 3.33663 -2.87785
H 2.48010 4.81639 -3.15255
H 3.66195 2.27607 -4.13625
H 2.09728 4.39433 -5.64003
H 1.32915 2.78299 -5.55366
H 2.81160 3.05683 -6.45883
H 4.61615 4.51952 -3.72167
C 11.17551 3.28824 -1.10787
C 9.93156 3.96987 -1.76383
C 8.91381 2.80194 -2.14165
O 9.33756 4.75888 -0.80101
H 12.02929 3.39199 -1.77748
H 11.02866 2.21840 -0.95962
H 11.39605 3.58181 -0.08159
H 10.20209 4.52663 -2.66103
H 9.40154 2.32838 -2.99367
H 7.94911 3.08930 -2.55983
H 8.81637 2.13440 -1.28549
H 8.98009 4.17266 -0.13006
C -0.75415 6.27665 5.46470
C -0.87577 5.57141 4.14575
C -1.19650 6.65806 3.01788
O 0.35852 5.01097 3.80577
H -1.60851 6.91692 5.68428
H 0.12601 6.91516 5.54038
H -0.74336 5.51128 6.24073
H -1.69064 4.85514 4.25092
H -1.20886 6.19156 2.03283
H -0.57910 7.55591 2.98991
H -2.20928 7.04532 3.12930
H 1.04350 5.66217 3.97412
C 1.48837 0.09642 4.04445
C 1.84574 1.61591 3.97067
C 1.85620 1.96638 2.47668
O 0.89314 2.35492 4.68596
H 1.23433 -0.20136 5.06173
H 2.30984 -0.50224 3.65087
H 0.56324 0.03216 3.47164
H 2.79288 1.97609 4.37231
H 2.59648 1.46856 1.85036
H 1.83601 3.03607 2.26823
H 0.95755 1.56497 2.00829
H 0.41933 3.01185 4.17064
C -0.05401 12.86057 4.58388
C 0.41614 12.02458 3.35914
C 0.42665 10.40637 3.58084
O -0.38869 12.35642 2.31280
H 0.16177 13.92897 4.59289
H 0.50288 12.59932 5.48373
H -1.12749 12.82209 4.76902
H 1.40140 12.39804 3.08005
H 0.43187 10.06059 2.54715
H -0.41542 10.08388 4.19322
H 1.30042 9.99122 4.08312
H -1.28409 12.08879 2.53242
C -2.14739 1.62024 3.94238
C -2.80484 0.66484 2.89601
C -1.84891 -0.30822 2.21443
O -3.87474 -0.02383 3.45010
H -1.57853 2.50832 3.66702
H -1.51867 0.96716 4.54761
H -2.92443 1.92200 4.64470
H -3.21708 1.32544 2.13328
H -1.49359 -0.97929 2.99641
H -0.96330 0.26326 1.93654
H -2.20284 -0.80837 1.31294
H -3.52302 -0.47913 4.21860
C 1.11020 3.95551 7.63118
C 0.23215 2.68750 7.91387
C -1.17803 2.84848 7.35633
O 0.73734 1.55871 7.24588
H 1.27945 4.15106 6.57231
H 2.06411 3.85370 8.14869
H 0.61356 4.87494 7.94115
H 0.17160 2.51910 8.98908
H -1.70516 3.64273 7.88491
H -1.81588 1.96658 7.41552
H -1.19046 3.10280 6.29649
H 0.77505 1.71321 6.29915
C 8.98569 4.49976 8.36750
C 10.26281 5.30483 8.04345
C 11.34863 4.34339 7.52165
O 9.94647 6.30053 7.12448
H 8.35543 5.17148 8.95031
H 9.23195 3.61176 8.94966
H 8.45615 4.24617 7.44914
H 10.62781 5.81619 8.93418
H 11.74733 3.86472 8.41609
H 12.11512 4.97173 7.06801
H 10.98421 3.64787 6.76563
H 9.77661 7.11858 7.59728
C -1.26435 6.55171 9.69916
C -1.30899 6.84084 11.19835
C -2.78729 6.94223 11.68903
O -0.76998 5.77156 11.87690
H -1.74633 5.59218 9.51185
H -0.26378 6.67805 9.28565
H -1.85651 7.31777 9.19854
H -0.85594 7.71888 11.65867
H -3.26747 6.00238 11.96144
H -3.41480 7.27011 10.86029
H -2.92026 7.66171 12.49697
H -1.18511 4.92266 11.70767
C -2.76850 2.42263 -1.19714
C -1.36607 2.93434 -1.01941
C -0.66479 2.41560 0.16178
O -0.72297 2.87730 -2.21707
H -3.52082 2.71384 -0.46413
H -2.79778 1.33787 -1.09460
H -2.99013 2.64440 -2.24108
H -1.43619 3.99920 -0.79742
H 0.37728 2.73450 0.18398
H -0.73701 1.33379 0.27393
H -1.10744 2.80376 1.07911
H -0.05896 2.18405 -2.20773
C 8.62266 0.11588 9.32487
C 8.75187 -0.11262 7.82877
C 8.94628 1.23492 7.11263
O 9.98446 -0.78244 7.67753
H 7.80935 0.82110 9.49601
H 9.55508 0.39219 9.81716
H 8.39042 -0.73949 9.95931
H 7.94978 -0.75072 7.45785
H 8.99068 1.10927 6.03081
H 9.80405 1.81433 7.45413
H 8.15419 1.89433 7.46744
H 9.85379 -1.61539 8.13657
C 1.74098 7.86450 1.03509
C 2.03142 6.37455 0.95411
C 1.84833 5.68193 -0.45227
O 3.39154 6.31618 1.33375
H 1.94582 8.27422 2.02416
H 0.67116 7.97732 0.85940
H 2.26852 8.26532 0.16957
H 1.44149 5.85531 1.70941
H 2.22531 4.66028 -0.49937
H 2.31559 6.30494 -1.21491
H 0.80557 5.75416 -0.76137
H 3.33781 6.34107 2.29192
C 11.20593 7.33642 3.72636
C 10.14692 8.39587 3.90872
C 9.47161 8.83420 2.56733
O 9.13137 7.94341 4.67544
H 10.98695 6.66547 2.89571
H 11.20764 6.69325 4.60638
H 12.22324 7.71407 3.82920
H 10.64474 9.18019 4.47890
H 8.70581 9.60736 2.62953
H 8.99259 8.04654 1.98574
H 10.24908 9.03493 1.83022
H 9.33628 7.28070 5.33907
C 9.45271 11.19309 7.95281
C 8.69524 9.88392 8.00840
C 7.32206 9.98112 7.28070
O 9.50930 8.94515 7.35994
H 9.04963 11.85557 8.71880
H 9.52547 11.52600 6.91744
H 10.46103 10.96305 8.29701
H 8.59227 9.61361 9.05932
H 6.78213 10.87251 7.60004
H 6.61860 9.16819 7.46069
H 7.31517 10.00679 6.19103
H 9.28977 8.98307 6.42615
C 8.25206 3.77601 3.08663
C 9.47573 3.61637 2.27755
C 10.51612 2.80088 3.07222
O 9.04126 2.88654 1.23641
H 7.32156 3.69519 2.52472
H 8.21931 4.81649 3.40975
H 8.05263 3.12012 3.93405
H 10.00680 4.50386 1.93340
H 10.17319 1.77919 3.23536
H 10.70530 3.27271 4.03643
H 11.50959 2.69255 2.63704
H 9.11421 1.95354 1.45042
C 6.77548 -2.05479 -0.81735
C 7.56796 -0.83552 -0.48764
C 6.73993 0.33431 0.06433
O 8.71407 -1.09456 0.29368
H 6.32047 -2.33679 0.13214
H 7.35405 -2.84376 -1.29784
H 5.92990 -1.92202 -1.49223
H 7.85338 -0.38596 -1.43871
H 7.18773 1.27602 0.38175
H 6.16759 0.16350 0.97613
H 6.09274 0.61914 -0.76520
H 9.49079 -1.36286 -0.20265
C 2.37985 8.54276 9.56297
C 2.00712 8.99832 8.09544
C 0.55641 9.59830 8.15014
O 2.73806 10.08017 7.64502
H 2.21805 9.40046 10.21588
H 3.33132 8.04137 9.74018
H 1.77512 7.71497 9.93332
H 2.09993 8.17220 7.39045
H 0.30461 10.37084 7.42360
H 0.32798 9.97332 9.14778
H -0.19912 8.84494 7.92713
H 2.51936 10.80919 8.23010
C 4.65542 -1.72665 2.93230
C 5.17442 -2.35361 4.23766
C 4.06734 -2.77833 5.23993
O 5.70306 -3.66099 3.92970
H 4.37008 -0.67887 3.02627
H 3.79936 -2.36812 2.72312
H 5.37081 -1.94262 2.13877
H 6.00350 -1.89528 4.77677
H 3.39914 -1.96150 5.51271
H 4.57405 -3.07793 6.15732
H 3.46497 -3.59158 4.83511
H 6.33552 -3.56070 3.21447
C 5.40710 7.54022 -1.46568
C 5.93807 6.19421 -1.06312
C 6.54168 6.11092 0.36777
O 4.91345 5.21995 -1.10178
H 6.22319 8.22868 -1.24630
H 4.51269 7.81588 -0.90700
H 5.15299 7.74505 -2.50567
H 6.74194 5.91418 -1.74391
H 5.89854 6.40411 1.19753
H 7.37914 6.77948 0.56726
H 6.88469 5.08764 0.52064
H 4.24648 5.55543 -0.49830

17
Properties=species:S:1:pos:R:3 method="wB97M-V/def2-TZVPD" total_charge=0 homo_lumo_gap_ha=0.3038 e_lumo_ev=0.034 smiles="C=C(C=O)/C(N)=C/C" relative_energy_kcal_mol=31.58 e_homo_ha=-0.303
C 1.66051 -1.56413 -0.12401
C 1.30086 -0.28287 0.01121
C 2.33751 0.72338 0.32284
O 3.52305 0.51137 0.34448
C -0.08619 0.19578 -0.11725
N -0.22319 1.46123 -0.68722
C -1.11651 -0.50832 0.37328
C -2.55109 -0.08743 0.29404
H 0.95365 -2.34082 -0.35801
H 2.69238 -1.84686 0.00325
H 1.93126 1.72503 0.55599
H 0.43060 1.66807 -1.42769
H -1.17232 1.70439 -0.92670
H -0.90724 -1.42096 0.90675
H -2.77083 0.69495 1.02265
H -2.79980 0.29896 -0.69574
H -3.20266 -0.93178 0.50214

16
Properties=species:S:1:pos:R:3 method="wB97M-V/def2-TZVPD" total_charge=0 homo_lumo_gap_ha=0.4616 e_lumo_ev=1.096 smiles=CC.CC relative_energy_kcal_mol=19.22 e_homo_ha=-0.421
C 2.04736 -0.66472 -1.45899
C 1.02798 0.03194 -2.30599
H 1.63553 -0.76896 -0.42521
H 2.35018 -1.70930 -1.70495
H 3.07116 -0.17473 -1.37799
H 0.23311 -0.57128 -2.78119
H 1.55377 0.49811 -3.09885
H 0.56144 0.78517 -1.67733
C -1.58564 0.04572 1.14004
C -1.54527 0.52449 2.56575
H -2.62791 0.20538 0.90489
H -1.08883 0.79493 0.49386
H -1.03332 -0.89950 0.84482
H -1.63960 1.55661 2.68186
H -2.37907 -0.00903 3.20070
H -0.58089 0.35517 2.99857

13
Properties=species:S:1:pos:R:3 method="wB97M-V/def2-TZVPD" total_charge=0 homo_lumo_gap_ha="0.2888 / 0.2744" e_lumo_ev="0.214 / -0.469" relative_energy_kcal_mol=116.72 e_homo_ha="-0.281 / -0.292"
C -1.09670 -2.56961 -0.37848
C -0.15997 -1.86720 -0.08009
C -0.12397 0.10283 2.09584
C 1.22856 -0.10455 -1.52250
O -0.46521 1.36508 2.71466
P 1.35435 -0.98680 0.06847
H -1.81683 -3.26409 -0.66399
H -0.96657 -0.18931 1.47595
H 0.26141 -0.54059 2.92792
H -1.18877 1.90640 2.25074
H 1.36669 1.03007 -1.39375
H 2.02774 -0.29297 -2.20159
H 0.35887 -0.29871 -2.03552

87
Properties=species:S:1:pos:R:3 method="wB97M-V/def2-TZVPD" spin_multiplicity=6 total_charge=+1 homo_lumo_gap_ha="0.2722 / 0.1983" e_lumo_ev="-1.995 / -4.084" relative_energy_kcal_mol=25.36 e_homo_ha="-0.345 / -0.348"
Ru -0.07422 0.23274 -0.19018
N -2.39152 1.43422 1.58599
P -1.99040 -0.20820 1.38570
C -3.52029 -0.87607 0.61683
C -4.70292 -0.14462 0.61375
C -5.85558 -0.69211 0.08113
C -5.84209 -1.97814 -0.42895
C -4.66577 -2.70833 -0.43978
C -3.50495 -2.15440 0.06947
C -2.21952 -0.83247 3.08456
C -2.20036 -0.01068 4.20524
C -2.43285 -0.53869 5.46340
C -2.66401 -1.89379 5.62241
C -2.65330 -2.72400 4.51296
C -2.42983 -2.19952 3.25404
C -2.35379 2.22927 0.46661
C -2.69880 3.58326 0.46459
C -2.63380 4.27673 -0.72788
C -2.27509 3.60263 -1.89096
C -1.95205 2.26291 -1.80348
N -1.97493 1.60056 -0.65058
H -2.73258 1.82423 2.45335
H -4.73393 0.85060 1.03014
H -6.77083 -0.12056 0.06651
H -6.74989 -2.41218 -0.81520
H -4.65627 -3.71167 -0.83773
H -2.57520 -2.70907 0.04221
H -1.99241 1.04412 4.11317
H -2.43626 0.11559 6.32150
H -2.84832 -2.30134 6.60405
H -2.82640 -3.78246 4.63313
H -2.42979 -2.85071 2.39204
H -3.00502 4.07122 1.37659
H -2.86037 5.33275 -0.76283
H -2.23873 4.11400 -2.83752
H -1.68365 1.67090 -2.66881
N -1.09683 -2.57712 -3.57661
C -0.68285 -1.88227 -2.50901
O -1.25676 -0.86625 -2.13005
C 0.52871 -2.42686 -1.78609
C 1.33278 -1.28352 -1.19747
H -1.89522 -2.27407 -4.11084
H -0.60239 -3.39509 -3.88852
H 1.12605 -3.04354 -2.47223
H 0.15794 -3.07963 -0.98697
H 1.80316 -0.67794 -1.98210
H 2.07102 -1.63258 -0.47279
C 4.95130 -2.34680 2.69541
C 3.62720 -2.90998 3.20238
C 2.66424 -1.79620 3.58663
S 2.45406 -0.67715 2.11954
O 0.97446 -0.64141 1.87327
C 2.87198 0.95293 2.90329
C 1.65628 1.85016 3.02620
C 0.86017 1.53445 4.28501
H 5.68222 -3.14193 2.58124
H 5.34154 -1.61319 3.39642
H 4.82746 -1.86493 1.72824
H 3.80375 -3.53760 4.07834
H 3.17281 -3.53853 2.43426
H 3.05149 -1.22332 4.42585
H 1.67211 -2.17570 3.82310
H 3.62099 1.38452 2.24492
H 3.32660 0.78178 3.87389
H 1.00520 1.71462 2.14762
H 1.98533 2.89196 3.04362
H 0.46213 0.52182 4.23627
H 0.03576 2.23582 4.39034
H 1.48614 1.62422 5.17137
S 6.44700 3.87454 0.22952
C 4.92006 3.64107 -0.35302
S 3.57184 3.33139 0.71475
C 2.57214 2.96039 -0.72311
N 3.22284 3.16285 -1.81367
N 4.48985 3.55707 -1.63609
C 5.26356 3.85229 -2.78164
C 6.32968 4.74354 -2.73031
C 7.08004 4.97664 -3.86856
C 6.77068 4.34817 -5.06269
C 5.67574 3.50083 -5.12132
C 4.92177 3.25021 -3.98977
S 0.94502 2.52444 -0.57045
H 6.58147 5.25866 -1.81797
H 7.91083 5.66000 -3.81221
H 7.37496 4.51648 -5.94148
H 5.41150 3.02600 -6.05345
H 4.07240 2.58710 -4.02574